ORCA calculation (the ωB97M-V functional and the def2-TZVPD basis) on a structure of composition C50H118BaF3N8O13S in a non-equilibrium geometry.

Summary:
Gap between HOMO and LUMO (spin up / spin down) (eV): 3.273 / 7.757
HOMO level (spin up / spin down) (eV): -3.4 / -7.9
Expectation value of S²: 0.75
2S+1: 2

CARTESIAN COORDINATES (ANGSTROEM)
Ba 2.43672 -4.03491 3.45445
C -0.30335 -1.04175 -0.00767
F 0.33219 -0.91550 -1.18779
F -1.18057 -0.11301 0.26265
F -1.03494 -2.16560 -0.13651
S 0.93246 -1.33311 1.41498
O 1.93209 -0.30566 1.14554
O 0.22810 -1.23447 2.70158
O 1.51392 -2.66851 1.16841
C 4.25176 -1.26913 -1.08858
C 4.15115 -0.12006 -2.13432
C 3.20684 -0.45402 -3.27090
O 3.15335 0.55279 -4.19812
C 2.24585 0.48107 -5.28787
N 3.62066 1.06891 -1.34300
H 3.31344 -1.55490 -0.61320
H 4.80334 -1.17279 -0.15339
H 4.63885 -2.24591 -1.37868
H 5.13486 0.07840 -2.55982
H 2.19307 -0.46721 -2.87064
H 3.39159 -1.43985 -3.69763
H 2.30099 1.29182 -6.01433
H 1.18408 0.55511 -5.05284
H 2.34273 -0.38535 -5.94211
H 2.75477 0.70603 -0.97064
H 3.35826 1.95527 -1.74994
C 1.21176 -4.57967 -1.73401
C -0.21656 -4.99609 -1.57939
C -0.60833 -6.32005 -2.23756
O -0.26651 -7.55605 -1.59424
C -0.53133 -8.69943 -2.52884
N -0.45600 -4.89384 -0.10926
H 1.60243 -4.42849 -2.74031
H 1.73943 -5.50762 -1.51363
H 1.54076 -3.76526 -1.08858
H -0.88542 -4.29569 -2.07956
H -0.18862 -6.35765 -3.24281
H -1.69775 -6.28485 -2.24110
H -0.59180 -9.64444 -1.98901
H 0.36782 -8.65219 -3.14316
H -1.45294 -8.63923 -3.10771
H -1.29998 -4.34428 -0.03314
H 0.27252 -4.41854 0.40400
C -4.49301 -0.32070 -1.75154
C -4.58976 0.36488 -0.37777
C -4.49293 1.93562 -0.34748
O -4.49589 2.55488 0.96515
C -3.24204 2.40666 1.61296
N -5.89105 0.00409 0.10084
H -5.21015 0.03412 -2.49176
H -4.35139 -1.39636 -1.64670
H -3.51187 0.04192 -2.05805
H -3.93340 -0.00810 0.40847
H -5.28511 2.40256 -0.93272
H -3.61846 2.29957 -0.88688
H -3.44171 2.38191 2.68424
H -2.44489 3.14079 1.49598
H -2.89315 1.38216 1.48352
H -6.53313 0.78356 0.11672
H -6.22674 -0.77983 -0.44035
C -1.80786 0.95552 5.87380
C -2.02103 -0.54438 5.50235
C -3.37120 -1.06932 6.00672
O -3.29631 -0.84292 7.46068
C -4.11075 -1.72706 8.24956
N -1.89306 -0.88683 4.12839
H -0.81431 1.31455 5.60535
H -1.69743 1.02911 6.95569
H -2.51111 1.58987 5.33424
H -1.27950 -1.12473 6.05140
H -3.77076 -2.03984 5.71252
H -4.14389 -0.43582 5.57112
H -4.97245 -1.93418 7.61500
H -4.59418 -1.32354 9.13926
H -3.68812 -2.68749 8.54460
H -1.85576 -1.89282 4.04670
H -1.14351 -0.59638 3.51691
C 1.76873 -0.56484 6.73261
C 2.11361 -1.82601 5.91510
C 2.51812 -2.98254 6.92885
O 3.10344 -4.08528 6.27322
C 3.69424 -5.05451 7.07991
N 0.93446 -2.21400 5.13213
H 0.91409 -0.49677 7.40571
H 1.67660 0.30936 6.08810
H 2.62930 -0.36163 7.36996
H 2.92864 -1.62264 5.22050
H 1.72502 -3.19270 7.64645
H 3.22844 -2.54162 7.62824
H 2.86915 -5.74840 7.24059
H 4.20897 -4.75559 7.99305
H 4.51393 -5.50438 6.51970
H 0.51537 -1.58331 4.46379
H 0.11082 -2.49356 5.64552
C 5.03759 -1.39608 3.16568
C 5.69934 -2.60346 3.90861
O 5.28242 -3.88970 3.37414
O 3.71685 -1.48858 2.88564
H 5.48429 -1.03604 2.23891
H 5.21560 -0.55101 3.83073
H 5.22470 -2.53781 4.88764
H 6.77132 -2.58226 4.10486
H 6.03713 -4.41437 3.65115
H 3.52488 -0.78403 2.26247
C 1.31494 6.47039 4.42501
C 2.62159 5.74301 4.12231
C 3.00155 4.75363 5.26403
C 2.21429 3.38722 5.37330
C 2.26140 2.69772 4.02868
C 1.84106 3.64697 2.82597
N 2.59362 4.95166 2.90252
O 2.30745 5.76781 1.80434
C 2.22187 2.86129 1.44925
C 0.28370 3.95023 2.87227
C 3.70753 6.76814 3.94278
H 1.02979 7.15501 3.62621
H 1.42400 7.20311 5.22459
H 0.49257 5.88471 4.83585
H 4.08732 4.68064 5.32618
H 2.69386 5.23891 6.19027
H 1.17737 3.63983 5.59489
H 2.52707 2.61933 6.08084
H 1.64059 1.80272 4.06985
H 3.29383 2.40976 3.83052
H 2.13228 3.40296 0.50762
H 3.21200 2.40609 1.42595
H 1.60391 1.97388 1.31243
H -0.14835 2.98169 2.62053
H -0.17991 4.20475 3.82537
H 0.06384 4.70133 2.11359
H 3.82635 7.28096 2.98832
H 4.74318 6.44424 4.04586
H 3.59094 7.59994 4.63748
H 3.05967 5.48217 1.28072
C -4.33628 -2.37728 -5.78749
C -2.92990 -1.62586 -6.05265
C -2.28621 -1.08577 -4.79561
C -1.47214 -2.15189 -4.05038
C -0.35544 -2.68699 -5.01455
C -1.00286 -3.36847 -6.29354
N -2.03753 -2.43429 -6.87283
O -2.63744 -2.94296 -8.02114
C 0.03108 -3.73161 -7.36500
C -1.68602 -4.75610 -5.96308
C -3.30382 -0.33209 -6.83658
H -4.25150 -3.32727 -6.31515
H -5.32642 -1.93388 -5.89294
H -4.31118 -2.66971 -4.73775
H -1.59975 -0.24282 -4.87505
H -3.02829 -0.90017 -4.01911
H -2.18242 -2.95805 -3.86681
H -0.99457 -1.87571 -3.11030
H 0.11180 -3.44227 -4.38261
H 0.41119 -1.91420 -5.07100
H 0.44198 -2.76302 -7.64978
H 0.77066 -4.25878 -6.76233
H -0.28299 -4.35935 -8.19890
H -2.53232 -4.71591 -5.27732
H -2.12731 -5.08783 -6.90293
H -1.03840 -5.57392 -5.64704
H -2.38504 0.18809 -7.10744
H -3.92985 0.28479 -6.19188
H -3.91388 -0.56484 -7.70937
H -1.97076 -2.60849 -8.62550
C -0.43586 4.26655 -5.70202
C -1.51815 3.61316 -4.83764
C -1.04709 2.25997 -4.28732
C -0.11654 2.37107 -3.11360
C -0.55068 3.16318 -1.94180
C -1.07173 4.56307 -2.51540
N -1.85936 4.46428 -3.71804
O -2.57483 5.61658 -4.05560
C -1.93659 5.20423 -1.36981
C 0.25915 5.49997 -2.46433
C -2.72723 3.23988 -5.73338
H 0.45152 4.54656 -5.13435
H -0.73751 5.23679 -6.09665
H -0.08952 3.62455 -6.51195
H -1.86070 1.68152 -3.84968
H -0.51193 1.74882 -5.08759
H 0.82672 2.81763 -3.42815
H 0.17021 1.33527 -2.93199
H 0.09200 3.25945 -1.06670
H -1.33128 2.51676 -1.54067
H -1.57043 4.90060 -0.38908
H -2.00437 6.28662 -1.47902
H -2.92928 4.75513 -1.33855
H -0.08151 6.31230 -3.10633
H 0.54028 5.85223 -1.47188
H 1.09705 4.97143 -2.91895
H -2.85313 4.18470 -6.26212
H -3.47561 2.79268 -5.07914
H -2.44709 2.38991 -6.35562
H -3.45304 5.23762 -4.13759

---

ORCA calculation (the ωB97M-V functional and the def2-TZVPD basis) on a cluster of 13 separate species, C50H132N6O19 in total in a non-equilibrium geometry.

Summary:
Relative energy (zero: lowest compared OMol25 entry of this formula, charge and spin) (kcal per mole): 0.0
Gap between HOMO and LUMO (eV): 8.735
HOMO level (eV): -8.3
2S+1: 1

CARTESIAN COORDINATES (ANGSTROEM)
C 4.13776 -4.92272 0.65084
O 5.51317 -4.68919 0.89335
C 6.34559 -5.82880 0.85155
C 7.74543 -5.39040 1.28787
N 8.17053 -4.17155 0.56366
C 8.78638 -4.47623 -0.74268
C 9.19250 -3.23897 -1.50389
O 8.06271 -2.42608 -1.78187
C 8.36243 -1.27605 -2.54340
H 3.68754 -5.58076 1.39538
H 4.03964 -5.24043 -0.39365
H 3.69014 -3.92916 0.70716
H 6.30779 -6.26902 -0.15021
H 6.01958 -6.57193 1.58890
H 8.46704 -6.18948 1.10133
H 7.74053 -5.24551 2.36826
H 7.26482 -3.78657 0.30619
H 7.98686 -4.99914 -1.28812
H 9.61042 -5.18913 -0.70714
H 9.78149 -3.38535 -2.41915
H 9.91843 -2.62405 -0.94965
H 8.91924 -0.49342 -2.01779
H 7.39317 -0.92094 -2.88695
H 8.98525 -1.52491 -3.41189
C 2.84531 6.59327 -0.96443
O 2.01936 6.25550 0.12596
C 0.87719 5.49137 -0.20318
C 0.04353 5.32151 1.05241
N 0.64857 4.39144 1.97319
C -0.14954 4.13765 3.16589
C 0.59350 3.17441 4.08448
O 1.87945 3.68792 4.41617
C 2.93339 2.80481 4.09961
H 2.35292 6.73959 -1.93240
H 3.57790 5.78772 -1.08255
H 3.31018 7.54974 -0.72778
H 1.20025 4.47993 -0.49954
H 0.32886 5.90950 -1.05166
H -0.98953 5.05217 0.83497
H 0.03026 6.34282 1.47107
H 1.62441 4.56978 2.15820
H -1.05095 3.63313 2.80894
H -0.43459 5.03289 3.72647
H 0.54656 2.12203 3.78517
H 0.12259 3.10478 5.07709
H 3.85578 3.20309 4.51758
H 3.01730 2.56135 3.03653
H 2.82493 1.82813 4.59272
C 0.65631 -4.79567 3.55391
O 0.97676 -5.19632 2.26187
C 0.63912 -4.35563 1.15432
C -0.84032 -4.10410 1.00862
N -1.53635 -5.33370 0.62641
C -2.97118 -5.17832 0.54350
C -3.69419 -5.07606 1.88463
O -5.08349 -5.11087 1.68122
C -5.75093 -3.86945 1.65279
H 0.92368 -5.51671 4.33061
H -0.43341 -4.74000 3.68346
H 1.17183 -3.87490 3.84750
H 1.16430 -4.79170 0.30767
H 1.12916 -3.38962 1.33962
H -1.00694 -3.35778 0.23003
H -1.17869 -3.71836 1.97832
H -1.21981 -6.14184 1.14128
H -3.40739 -6.07231 0.08543
H -3.27646 -4.31641 -0.05476
H -3.33246 -4.14224 2.33745
H -3.40294 -5.92529 2.50525
H -5.23302 -3.20692 0.95346
H -5.81545 -3.45565 2.66699
H -6.79088 -4.00669 1.35981
C 5.28787 -3.41114 -6.17872
O 4.63821 -3.49678 -4.91652
C 5.39140 -2.97592 -3.84320
C 4.59010 -2.99067 -2.54101
N 3.42559 -2.12525 -2.64679
C 2.61166 -2.18288 -1.46538
C 1.25809 -1.52758 -1.77293
O 0.64365 -2.20936 -2.82991
C -0.69510 -1.80775 -3.07329
H 4.95599 -4.16298 -6.89009
H 6.36494 -3.35985 -6.03014
H 4.95448 -2.47624 -6.64519
H 5.56914 -1.92090 -4.08085
H 6.29878 -3.54019 -3.60693
H 5.36922 -2.59327 -1.88434
H 4.36342 -4.01221 -2.21874
H 2.91093 -2.38368 -3.48078
H 3.06685 -1.65404 -0.62147
H 2.35112 -3.17530 -1.06460
H 1.43230 -0.46611 -1.98246
H 0.61932 -1.59215 -0.88426
H -1.03153 -2.28751 -3.98977
H -0.60053 -0.74445 -3.34068
H -1.37937 -1.94892 -2.23426
C -6.02042 -1.11682 -1.05213
O -6.76466 -0.22754 -0.30006
C -7.36181 -0.71725 0.89089
C -8.23087 0.39439 1.42150
N -9.36943 0.61144 0.53735
C -10.11678 1.83788 0.88757
C -10.49856 2.55944 -0.36975
O -9.34034 2.66291 -1.20479
C -9.58984 3.52696 -2.30032
H -5.28618 -0.63683 -1.70147
H -6.60926 -1.73843 -1.74460
H -5.46870 -1.84209 -0.44016
H -6.58323 -0.86862 1.65337
H -7.81707 -1.69080 0.68876
H -7.60296 1.28744 1.49914
H -8.65543 0.09825 2.38296
H -9.02097 0.89749 -0.37315
H -9.55169 2.49460 1.56332
H -11.02282 1.58614 1.45249
H -10.82181 3.57902 -0.12845
H -11.30182 2.09420 -0.94954
H -9.48879 4.59446 -2.07321
H -10.62622 3.36049 -2.60615
H -8.93959 3.42463 -3.16687
C -3.48401 -0.85013 1.37633
O -2.83839 -0.87160 0.11758
C -2.80845 0.38475 -0.50854
C -1.81025 1.38827 0.14983
N -0.52780 0.75676 0.06732
C 0.48276 1.36422 0.92718
C 1.73887 0.52459 1.04181
O 1.44547 -0.73869 1.61929
C 2.49298 -1.23375 2.41200
H -3.29015 0.09034 1.90092
H -3.23857 -1.74487 1.93743
H -4.56101 -0.75128 1.20492
H -3.80678 0.83912 -0.54315
H -2.40875 0.17072 -1.50358
H -2.13409 1.47625 1.19744
H -1.83797 2.28036 -0.47791
H -0.60749 -0.24995 0.12557
H 0.09229 1.54143 1.93675
H 0.80278 2.32537 0.51491
H 2.43643 1.05609 1.69530
H 2.22830 0.47635 0.06433
H 2.90269 -0.48705 3.10423
H 3.37570 -1.50678 1.81741
H 2.13672 -2.10136 2.96201
C 1.24002 1.79000 -4.18540
C 1.29077 2.80327 -3.04288
O 0.18148 2.70829 -2.15720
H 1.82567 0.88827 -4.00693
H 1.79147 2.26172 -5.00841
H 0.25662 1.56764 -4.59155
H 1.36455 3.79580 -3.49697
H 2.24971 2.79503 -2.50768
H 0.23900 1.82547 -1.75212
C 4.39666 3.72527 0.98668
C 5.41209 3.29062 2.03047
O 6.39735 2.42595 1.45657
H 3.73188 4.51463 1.35779
H 3.73643 2.89737 0.71841
H 4.82168 4.16158 0.08173
H 4.90178 2.70453 2.80043
H 6.01000 4.10724 2.42926
H 6.03114 1.53443 1.32823
C 6.83753 -1.12300 1.28584
C 6.16989 -0.46464 0.07905
O 4.97794 0.22594 0.48788
H 7.83294 -1.47569 1.00955
H 6.36771 -2.08229 1.52438
H 6.86566 -0.49130 2.17054
H 5.97662 -1.15476 -0.73975
H 6.90613 0.26210 -0.28955
H 4.56067 0.48643 -0.34340
C -0.61011 -1.40687 4.76772
C -2.06149 -1.86382 4.73554
O -2.33865 -2.55349 5.93661
H -0.50194 -0.46829 5.31481
H -0.15757 -1.27271 3.78172
H 0.02396 -2.16409 5.23012
H -2.08061 -2.55484 3.87801
H -2.75207 -1.05682 4.47508
H -3.08147 -3.14782 5.79716
C -6.37014 2.14529 -2.44549
C -5.20758 2.36902 -3.41481
O -5.60600 2.96580 -4.64182
H -6.01905 1.81376 -1.46836
H -6.96001 1.32715 -2.86316
H -6.92728 3.06596 -2.29888
H -4.67348 1.42593 -3.58446
H -4.47523 3.08587 -3.03763
H -6.25542 2.39730 -5.07079
C -1.91977 6.13310 -3.04810
C -2.55899 4.77211 -2.72677
O -2.06806 4.17207 -1.53377
H -2.53191 6.82132 -3.62816
H -1.00050 5.97940 -3.62178
H -1.66812 6.60511 -2.09801
H -2.56360 4.05198 -3.54444
H -3.57892 5.04370 -2.44149
H -1.22384 3.71056 -1.71564
C -4.86019 2.91233 1.30165
C -4.47229 3.79925 0.12995
O -3.30591 4.53217 0.43185
H -5.92905 2.71389 1.38419
H -4.58016 3.42117 2.22762
H -4.36994 1.93517 1.32951
H -5.34061 4.47283 0.07400
H -4.48185 3.24412 -0.80826
H -2.77748 4.59876 -0.37491

---

Number 1: energy -111970.1137 eV. Number 2: energy -101822.6779 eV.